# 1
An isolated ion of composition C8H8NO3P and charge -2 in a non-equilibrium geometry, computed with ωB97M-V/def2-TZVPD.

The net charge is -2. The calculation puts the energy above the lowest of the compared OMol25 structures with the same formula, charge and spin at 0.000 eV. The HOMO energy comes out at 0.4182 eV.

Atoms and positions in Å:
C  -1.13  -0.83  1.85
C  0.18  -1.25  2.16
C  -1.35  -0.17  0.67
C  1.25  -1.19  1.26
C  -0.26  0.21  -0.10
C  1.03  -0.27  0.20
C  -0.26  1.05  -1.29
C  1.28  0.90  -1.70
N  1.91  0.15  -0.68
O  3.95  -1.51  -0.11
O  2.59  -2.25  -2.13
O  4.16  -0.25  -2.36
P  3.39  -1.19  -1.48
H  -1.90  -0.84  2.55
H  0.37  -1.82  3.13
H  -2.34  0.23  0.48
H  2.30  -1.67  1.34
H  -1.10  0.63  -2.04
H  -0.51  2.05  -0.99
H  1.34  0.34  -2.63
H  1.72  1.94  -1.76

# 2
A 8-piece molecular cluster, C16H24ClN8O4 overall in a non-equilibrium geometry, computed with ωB97M-V/def2-TZVPD.

The net charge is -1. The calculation puts the energy above the lowest of the compared OMol25 structures with the same formula, charge and spin at 10.491 eV. The HOMO energy comes out at -4.3363 eV.

Atoms and positions in Å:
Cl  0.41  -0.29  0.56
O  -0.84  -0.99  0.53
O  1.43  -1.11  1.05
O  0.60  -0.12  -0.89
O  0.32  1.03  1.19
C  -2.40  1.75  1.56
C  -1.71  2.87  1.05
N  -1.08  3.82  0.59
H  -3.04  1.41  0.75
H  -2.90  2.04  2.48
H  -1.69  0.96  1.83
C  0.69  0.21  -3.01
C  0.96  1.05  -4.19
N  1.01  1.75  -5.12
H  0.46  -0.78  -3.42
H  -0.06  0.62  -2.34
H  1.63  0.14  -2.46
C  2.31  2.12  -1.01
C  1.05  2.88  -0.75
N  0.11  3.52  -0.54
H  2.44  1.95  -2.08
H  2.06  1.12  -0.66
H  3.13  2.59  -0.46
C  0.35  -0.33  3.52
C  0.04  -0.03  4.91
N  -0.16  0.18  6.02
H  -0.30  0.30  2.91
H  0.12  -1.36  3.25
H  1.35  0.08  3.45
C  3.53  -0.96  -0.71
C  4.16  0.31  -0.83
N  4.66  1.32  -0.87
H  3.34  -1.22  0.33
H  4.19  -1.75  -1.08
H  2.62  -0.99  -1.31
C  -2.51  -1.26  2.59
C  -3.44  -0.61  1.75
N  -4.13  -0.12  1.02
H  -2.61  -2.34  2.43
H  -2.89  -1.16  3.61
H  -1.51  -0.84  2.52
C  -2.80  -0.22  -0.80
C  -2.39  -0.37  -2.18
N  -2.11  -0.48  -3.28
H  -2.57  0.78  -0.44
H  -2.39  -1.12  -0.34
H  -3.88  -0.23  -0.71
C  0.25  -2.54  -1.74
C  1.61  -2.98  -1.82
N  2.72  -3.22  -1.87
H  -0.37  -3.37  -2.07
H  0.07  -1.60  -2.26
H  0.17  -2.40  -0.66

# 3
C3H8CaO3 as an isolated structure in a non-equilibrium geometry, computed with ωB97M-V/def2-TZVPD.

The net charge is 0. The calculation puts the energy above the lowest of the compared OMol25 structures with the same formula, charge and spin at 1.282 eV. The HOMO energy comes out at -5.8289 eV.

Atoms and positions in Å:
O  0.18  -3.53  0.22
C  0.93  -3.06  -0.94
C  2.20  -2.41  -0.47
O  1.77  -1.16  0.19
C  2.74  -0.52  0.98
Ca  -0.33  -1.65  0.11
H  1.15  -3.86  -1.66
H  2.88  -2.15  -1.29
H  2.75  -2.98  0.30
H  3.63  -0.28  0.38
H  2.29  0.41  1.36
H  3.04  -1.15  1.83
O  -1.16  0.43  -0.78
H  -0.46  -0.12  -1.28
H  -0.75  1.28  -0.62

# 4
A 2-piece molecular cluster, CH2FN5 overall in a non-equilibrium geometry, computed with ωB97M-V/def2-TZVPD.

The net charge is 0. The calculation puts the energy above the lowest of the compared OMol25 structures with the same formula, charge and spin at 2.216 eV. The HOMO energy (spin up / spin down) comes out at -10.1327 / -10.4234 eV.

Atoms and positions in Å:
C  2.69  0.36  -0.16
N  3.64  0.85  0.25
N  1.55  -0.17  -0.35
N  0.45  0.18  0.01
N  -1.83  0.60  -0.02
N  -0.63  -0.30  0.15
F  -1.24  -2.05  0.24
H  -2.38  0.32  0.75
H  -2.25  0.20  -0.87

# 5
A 10-piece molecular cluster, C45H60N10O15 overall in a non-equilibrium geometry, computed with ωB97M-V/def2-TZVPD.

The net charge is 0. The calculation puts the energy above the lowest of the compared OMol25 structures with the same formula, charge and spin at 19.903 eV. The HOMO energy comes out at -9.0765 eV.

Atoms and positions in Å:
C  -2.18  -3.94  1.99
C  -1.19  -4.72  3.00
C  -1.90  -5.23  4.26
C  -3.37  -5.18  4.45
C  -4.16  -4.29  3.52
C  -3.54  -3.77  2.24
N  -3.90  -5.79  5.67
O  -3.10  -6.26  6.52
O  -5.09  -5.89  5.69
H  -1.59  -3.47  1.24
H  -0.14  -4.78  3.16
H  -1.27  -5.88  5.14
H  -5.31  -4.08  3.78
H  -4.07  -3.21  1.56
C  -2.86  -6.05  -5.13
C  -1.44  -5.35  -5.04
C  -0.92  -5.02  -3.73
C  -1.72  -5.36  -2.44
C  -3.14  -5.95  -2.64
C  -3.63  -6.34  -4.03
N  -1.05  -5.23  -1.11
O  -0.09  -4.46  -1.05
O  -1.33  -6.08  -0.27
H  -3.40  -6.01  -5.91
H  -0.95  -5.11  -5.99
H  -0.04  -4.61  -3.69
H  -3.84  -6.33  -1.68
H  -4.58  -6.90  -4.11
C  1.96  0.24  -1.09
C  1.10  -1.03  -0.84
C  -0.28  -0.86  -0.62
C  -0.82  0.55  -0.16
C  0.14  1.74  -0.39
C  1.49  1.44  -0.83
N  -2.24  0.76  0.17
O  -2.62  1.97  0.25
O  -2.92  -0.27  0.45
H  3.00  0.15  -1.30
H  1.52  -2.10  -0.98
H  -1.09  -1.65  -0.60
H  -0.17  2.82  -0.18
H  1.76  2.41  -1.02
C  -1.11  1.32  -3.36
C  -2.28  0.33  -3.71
C  -3.74  0.85  -3.45
C  -3.92  2.12  -2.52
C  -2.79  3.14  -2.54
C  -1.44  2.70  -2.97
N  -5.29  2.42  -2.07
O  -6.04  1.53  -2.08
O  -5.64  3.63  -2.25
H  0.03  1.00  -3.55
H  -1.96  -0.74  -4.16
H  -4.65  0.25  -3.37
H  -2.88  4.04  -2.00
H  -0.52  3.34  -3.05
C  9.19  0.37  0.60
C  7.89  0.32  1.37
C  6.59  -0.16  0.61
C  6.79  -0.47  -0.87
C  8.06  -0.50  -1.54
C  9.26  0.13  -0.82
N  5.63  -1.10  -1.59
O  4.76  -1.76  -0.98
O  5.88  -1.28  -2.84
H  9.91  0.66  1.15
H  7.88  0.40  2.44
H  5.48  -0.32  1.02
H  8.25  -0.52  -2.62
H  10.29  0.22  -1.16
C  -1.87  5.19  2.00
O  -1.78  5.01  0.74
N  -1.45  6.31  2.54
C  -1.56  6.42  4.06
C  -0.95  7.46  1.76
H  -2.07  4.25  2.79
H  -2.56  6.59  4.26
H  -1.00  7.33  4.50
H  -1.42  5.41  4.35
H  -1.82  7.91  1.17
H  -0.02  7.17  1.08
H  -0.95  8.18  2.38
C  2.58  -4.53  -5.61
O  2.11  -4.16  -6.73
N  2.36  -3.85  -4.47
C  2.82  -4.49  -3.23
C  1.69  -2.50  -4.42
H  3.15  -5.33  -5.52
H  2.81  -3.75  -2.32
H  3.97  -4.62  -3.23
H  2.28  -5.29  -2.90
H  0.74  -2.70  -4.81
H  2.22  -1.73  -5.06
H  1.77  -2.06  -3.29
C  7.27  4.76  -1.68
O  7.31  5.96  -2.06
N  6.21  4.06  -1.56
C  6.28  2.71  -1.12
C  4.88  4.69  -1.75
H  8.19  4.20  -1.75
H  6.98  2.20  -1.61
H  5.30  2.27  -1.28
H  6.81  2.60  -0.19
H  4.98  5.80  -1.72
H  3.96  4.26  -1.09
H  4.70  4.54  -2.83
C  -4.88  0.34  3.18
O  -4.70  -0.06  4.36
N  -5.80  1.19  2.76
C  -5.72  1.65  1.44
C  -6.83  1.82  3.65
H  -4.18  -0.14  2.52
H  -5.61  0.84  0.50
H  -4.83  2.25  0.98
H  -6.59  2.04  1.02
H  -7.00  1.26  4.56
H  -7.84  2.00  3.09
H  -6.47  2.67  4.15
C  0.79  1.99  4.86
O  1.17  2.26  6.01
N  -0.49  1.74  4.50
C  -0.92  1.46  3.11
C  -1.49  1.83  5.55
H  1.45  1.78  4.07
H  -0.33  1.95  2.30
H  -2.07  1.90  3.00
H  -0.98  0.44  3.02
H  -1.65  2.91  5.87
H  -1.04  1.51  6.61
H  -2.50  1.44  5.48

# 6
An isolated molecule of C4H7NO, computed with ωB97M-V/def2-TZVPD.

The net charge is 0. The calculation puts the energy above the lowest of the compared OMol25 structures with the same formula, charge and spin at 2.509 eV. The HOMO energy comes out at -9.7502 eV.

Atoms and positions in Å:
O  0.76  -1.02  2.78
C  0.03  -0.44  2.02
C  -0.16  -0.81  0.57
N  -0.51  0.37  -0.18
C  0.50  1.15  -0.86
C  -0.40  0.23  -1.61
H  -0.58  0.44  2.33
H  -1.02  -1.48  0.49
H  0.72  -1.34  0.19
H  1.54  0.81  -0.74
H  0.37  2.23  -0.88
H  -1.34  0.53  -2.07
H  0.08  -0.66  -2.02

# 7
An isolated molecule of C5H8O2, computed with ωB97M-V/def2-TZVPD.

The net charge is 0. The calculation puts the energy above the lowest of the compared OMol25 structures with the same formula, charge and spin at 1.202 eV. The HOMO energy comes out at -8.8497 eV.

Atoms and positions in Å:
C  -1.40  0.75  -0.41
C  -0.33  -0.32  -0.22
C  0.09  -0.38  1.29
O  1.45  0.08  1.35
C  1.82  0.37  0.08
C  0.96  0.08  -0.88
O  -0.84  -1.54  -0.73
H  -1.23  1.64  0.22
H  -1.41  1.08  -1.46
H  -2.39  0.35  -0.17
H  0.05  -1.41  1.68
H  -0.49  0.27  1.95
H  2.74  0.90  -0.01
H  1.10  0.31  -1.94
H  -0.11  -2.17  -0.75

# 8
A 2-piece molecular cluster, C2HNOS2 overall in a non-equilibrium geometry, computed with ωB97M-V/def2-TZVPD.

The net charge is 0. The calculation puts the energy above the lowest of the compared OMol25 structures with the same formula, charge and spin at 2.061 eV. The HOMO energy comes out at -9.6570 eV.

Atoms and positions in Å:
C  -1.50  -0.56  0.29
C  1.28  0.86  -0.32
N  -1.32  0.08  -0.71
O  -1.77  -1.24  1.15
S  2.02  0.62  1.13
S  2.00  -0.67  -0.61
H  -0.70  0.92  -0.93

# 9
An isolated ion of composition C3H5N2O and charge +1 in a non-equilibrium geometry, computed with ωB97M-V/def2-TZVPD.

The net charge is +1. The calculation puts the energy above the lowest of the compared OMol25 structures with the same formula, charge and spin at 6.483 eV. The HOMO energy comes out at -14.8207 eV.

Atoms and positions in Å:
C  -3.05  0.21  0.64
C  -2.25  -0.12  -0.18
C  1.07  -0.31  0.23
N  2.20  0.28  0.12
N  0.14  -0.03  -0.66
O  -0.96  -0.72  -0.91
H  -3.87  0.31  1.30
H  0.92  -1.32  0.68
H  3.11  -0.05  0.64
H  2.31  0.94  -0.61
H  0.39  0.82  -1.26

# 10
A 15-piece molecular cluster, C26H38Cl30O4 overall in a non-equilibrium geometry, computed with ωB97M-V/def2-TZVPD.

The net charge is 0. The HOMO energy comes out at -9.7792 eV.

Atoms and positions in Å:
C  2.25  -3.85  0.79
C  2.63  -3.18  2.08
Cl  4.13  -3.68  2.78
C  1.88  -2.25  2.67
Cl  2.41  -1.47  4.14
C  0.58  -1.74  2.19
C  -0.60  -2.29  2.50
C  -0.73  -3.52  3.37
C  -0.91  -4.85  2.64
O  -2.12  -4.99  1.88
C  -1.97  -4.79  0.56
O  -2.58  -5.40  -0.27
C  -1.86  -1.65  2.01
O  -2.91  -2.24  1.93
C  -1.78  -0.21  1.65
C  -0.61  0.34  1.33
C  0.62  -0.49  1.34
O  1.61  -0.18  0.71
H  1.80  -3.15  0.09
H  3.15  -4.25  0.33
H  1.60  -4.71  0.96
H  -1.55  -3.38  4.07
H  0.17  -3.63  3.97
H  -0.07  -4.99  1.95
H  -0.85  -5.68  3.34
H  -1.26  -3.99  0.29
H  -2.69  0.37  1.69
H  -0.58  1.39  1.07
C  1.78  3.58  0.20
Cl  2.19  4.77  -1.04
Cl  0.09  3.73  0.71
H  1.92  2.58  -0.20
H  2.42  3.74  1.05
C  -0.34  6.52  -3.35
Cl  -0.60  5.47  -4.76
Cl  -0.31  8.22  -3.81
H  -1.16  6.36  -2.66
H  0.60  6.26  -2.89
C  6.12  -2.13  -0.71
Cl  6.70  -3.66  -0.05
Cl  4.62  -1.58  0.07
H  6.88  -1.38  -0.55
H  5.93  -2.26  -1.77
C  -2.32  -1.80  -2.40
Cl  -1.56  -1.10  -0.95
Cl  -3.88  -2.50  -1.98
H  -2.46  -1.03  -3.14
H  -1.67  -2.59  -2.78
C  4.68  1.68  -1.61
Cl  4.87  3.06  -0.52
Cl  3.18  1.72  -2.54
H  5.51  1.66  -2.31
H  4.68  0.77  -1.02
C  8.29  -0.68  -3.76
Cl  8.64  -2.15  -2.83
Cl  7.31  0.44  -2.80
H  9.22  -0.20  -4.04
H  7.73  -0.96  -4.65
C  -0.62  -1.29  5.96
Cl  -2.09  -0.57  5.28
Cl  -0.98  -2.71  6.94
H  0.02  -1.59  5.14
H  -0.12  -0.56  6.57
C  -3.52  8.82  -5.57
Cl  -3.71  7.72  -6.94
Cl  -3.58  10.52  -6.07
H  -4.33  8.64  -4.87
H  -2.56  8.63  -5.11
C  -3.79  -4.57  8.74
Cl  -4.67  -6.10  8.71
Cl  -2.09  -4.79  9.19
H  -3.82  -4.13  7.75
H  -4.25  -3.92  9.47
C  -7.20  9.87  -6.63
Cl  -8.76  10.59  -7.07
Cl  -7.39  8.49  -5.54
H  -6.70  9.53  -7.53
H  -6.61  10.63  -6.13
C  -4.99  -3.09  12.83
Cl  -6.27  -1.88  12.79
Cl  -3.67  -2.71  11.71
H  -4.58  -3.14  13.83
H  -5.41  -4.05  12.54
C  -4.08  4.52  -4.12
Cl  -3.85  5.90  -3.03
Cl  -5.61  4.62  -4.99
H  -3.27  4.52  -4.84
H  -4.07  3.61  -3.53
C  -3.60  -6.99  -3.26
Cl  -2.79  -8.37  -4.02
Cl  -3.97  -5.71  -4.43
H  -4.53  -7.33  -2.82
H  -2.95  -6.58  -2.50
C  10.38  1.16  -6.80
Cl  11.07  -0.36  -6.20
Cl  8.88  1.58  -5.96
H  11.10  1.95  -6.64
H  10.16  1.04  -7.85

# 11
An isolated ion of composition C6H13N2O2S and charge -1 in a non-equilibrium geometry, computed with ωB97M-V/def2-TZVPD.

The net charge is -1. The calculation puts the energy above the lowest of the compared OMol25 structures with the same formula, charge and spin at 0.000 eV. The HOMO energy comes out at -3.7062 eV.

Atoms and positions in Å:
C  -1.04  1.56  -0.02
C  0.17  1.52  0.79
C  -0.89  0.61  -1.26
C  0.34  0.09  1.30
C  -0.53  -0.79  -0.83
C  0.69  -0.92  0.16
N  0.72  -2.23  0.84
N  1.86  -0.74  -0.58
O  3.04  1.58  -0.49
O  4.30  -0.49  -0.58
S  3.30  0.27  0.11
H  -1.82  1.25  0.66
H  -1.20  2.52  -0.51
H  1.08  1.70  0.24
H  0.11  2.41  1.49
H  -1.82  0.59  -1.82
H  -0.25  0.97  -2.01
H  1.09  0.17  2.20
H  -0.58  -0.34  1.57
H  -1.54  -1.19  -0.43
H  -0.37  -1.40  -1.68
H  1.69  -2.26  1.24
H  0.61  -3.01  0.05
H  1.66  -0.20  -1.49

# 12
A 2-piece molecular cluster, ClF2OS overall in a non-equilibrium geometry, computed with ωB97M-V/def2-TZVPD.

The net charge is +1. The calculation puts the energy above the lowest of the compared OMol25 structures with the same formula, charge and spin at 4.549 eV. The HOMO energy (spin up / spin down) comes out at -19.5877 / -19.5849 eV.

Atoms and positions in Å:
O  -0.15  1.28  -0.97
F  -1.40  -1.53  -0.12
F  -0.35  0.76  1.42
S  0.05  0.26  -0.10
Cl  1.85  -0.77  -0.22

# 13
C3H2O as an isolated structure in a non-equilibrium geometry, computed with ωB97M-V/def2-TZVPD.

The net charge is 0. The calculation puts the energy above the lowest of the compared OMol25 structures with the same formula, charge and spin at 3.015 eV. The HOMO energy comes out at -10.1078 eV.

Atoms and positions in Å:
O  -1.88  0.85  -0.94
C  -1.50  0.06  -0.17
C  0.40  -0.18  0.21
C  1.61  -0.07  0.20
H  -1.30  -0.70  0.55
H  2.67  0.06  0.16

# 14
A 13-piece molecular cluster, H26O13 overall in a non-equilibrium geometry, computed with ωB97M-V/def2-TZVPD.

As for the multiplicity: 2. The net charge is -1. The expectation value of S² is 0.75. The calculation puts the energy above the lowest of the compared OMol25 structures with the same formula, charge and spin at 1.224 eV. The HOMO energy (spin up / spin down) comes out at -0.1450 / -7.8992 eV.

Atoms and positions in Å:
O  0.31  1.90  2.53
H  0.30  1.22  1.85
H  -0.36  1.51  3.11
O  2.51  -1.29  2.69
H  2.41  -0.69  3.43
H  3.44  -1.42  2.54
O  1.70  3.59  -0.11
H  1.50  2.74  -0.51
H  2.44  3.49  0.49
O  2.11  -0.10  -0.32
H  2.40  -0.61  -1.09
H  1.15  -0.04  -0.56
O  -1.06  -0.83  2.42
H  -0.21  -1.03  1.99
H  -1.67  -1.52  2.10
O  0.96  -2.60  0.38
H  1.38  -1.82  0.78
H  1.35  -3.45  0.61
O  -0.30  0.30  -1.30
H  -0.93  0.27  -0.56
H  -0.53  -0.57  -1.72
O  -1.32  -2.10  -1.83
H  -2.16  -1.68  -1.51
H  -0.85  -2.54  -1.12
O  1.80  -2.45  -2.43
H  0.92  -2.08  -2.58
H  1.51  -3.30  -2.06
O  2.35  1.55  -2.44
H  2.78  1.18  -1.69
H  1.54  2.01  -2.24
O  -4.20  -0.13  1.53
H  -4.10  0.82  1.65
H  -3.80  -0.63  2.24
O  -3.14  -0.30  -1.14
H  -2.83  0.59  -1.37
H  -2.99  -0.44  -0.19
O  -1.70  2.71  -0.38
H  -1.31  3.13  -1.14
H  -0.95  2.27  0.01